[1]
The following is a quantum chemistry calculation of an isolated ion of composition C4H13N3 and charge +1, from the Open Molecules 2025 dataset.

Structure (XYZ):
```
20
Properties=species:S:1:pos:R:3:forces:R:3:lowdin_spin:R:1
N -0.14492 1.10283 -0.98408 -1.0 -0.9 -0.4 0.548
C -0.40838 0.43898 0.19796 1.3 0.0 2.4 0.135
C 0.59612 -0.76341 0.48828 0.2 0.4 -0.1 0.074
C 2.00796 -0.22915 0.70439 1.0 0.3 -0.5 0.017
N 2.74768 0.12929 -0.53760 -1.4 -1.3 -0.7 0.019
C -1.83570 -0.26819 0.45590 -0.5 -0.5 -1.6 0.127
N -3.00504 0.45979 -0.05871 0.9 -0.2 0.0 0.017
H -0.09243 0.56191 -1.84450 0.0 0.2 -0.1 0.009
H -0.26314 2.10519 -1.09294 0.3 0.1 0.2 0.013
H -0.14773 1.11460 1.01024 -0.8 0.6 0.0 0.006
H 0.30736 -1.23642 1.43191 -0.5 0.0 -0.4 0.002
H 0.47557 -1.44167 -0.35854 0.4 -0.4 0.2 0.000
H 2.61340 -0.93299 1.27847 -0.2 -0.1 0.1 0.010
H 1.98041 0.69178 1.28786 -0.2 -0.1 0.3 0.002
H 1.98396 0.04273 -1.22011 0.3 0.9 -0.4 0.005
H 3.22526 -0.70661 -0.89211 0.6 0.2 0.6 0.003
H -1.98235 -0.51781 1.50458 0.5 0.4 0.1 0.004
H -1.69681 -1.21490 -0.08641 -0.1 0.0 0.2 0.002
H -2.74220 0.95141 -0.90705 -0.2 0.0 0.0 0.003
H -3.61901 -0.28737 -0.37754 -0.4 0.3 0.1 0.005
```
Positions in Å, forces in eV/Å.

spin multiplicity: 2
charge: +1
LUMO (alpha / beta): -3.4 / -8.6 eV
HOMO energy (alpha / beta): -13.99 / -13.96 eV
relative energy (zero: lowest compared OMol25 entry of this formula, charge and spin): 1.6006 eV

***

[2]
The following is a quantum chemistry calculation of C10H10Br12F2O6 as an isolated structure, from the Open Molecules 2025 dataset.

Structure (XYZ):
```
40
Properties=species:S:1:pos:R:3:forces:R:3:lowdin_charge:R:1
C -14.45175 11.09937 0.12893 -0.3 0.2 -1.0 -0.011
C -15.75530 10.35891 -0.09494 -0.3 -1.0 1.3 -0.335
O -15.55977 9.52868 -1.19679 -0.3 0.3 -0.5 0.152
C -14.32121 9.68967 -1.65936 0.9 -0.3 -0.2 -0.589
O -13.83621 9.05321 -2.54421 -0.1 -0.1 -0.4 0.129
O -13.63735 10.59647 -0.95949 -0.3 1.2 0.5 0.041
F -16.73821 11.23568 -0.25772 -1.4 1.5 -1.2 0.078
H -14.01497 10.88280 1.06228 0.8 -0.7 0.9 0.111
H -14.61736 12.19779 0.13491 0.2 -0.7 -0.7 0.155
H -16.18227 9.70253 0.64589 0.7 -0.3 0.9 0.171
C -10.10889 9.82258 0.16471 1.6 1.7 2.5 -0.050
C -9.87467 8.37780 -0.06540 0.4 -1.9 -2.6 -0.331
O -11.16178 7.81516 0.00296 0.7 -0.6 -0.3 0.153
C -12.05046 8.71437 0.46339 1.9 -0.3 -1.0 -0.590
O -13.16830 8.45504 0.64797 -2.6 -0.3 0.9 0.214
O -11.46672 9.89601 0.56675 0.2 1.3 0.5 0.088
F -9.12930 7.80923 0.89774 0.6 -0.1 1.0 0.073
H -9.87069 10.53551 -0.60304 -0.4 -0.1 -0.9 0.132
H -9.42255 10.16820 1.03270 -1.2 -0.7 -1.1 0.173
H -9.36899 8.03758 -1.04339 -1.0 0.9 1.3 0.197
C -17.88828 12.54552 -4.79612 -1.0 0.3 0.8 -1.703
Br -19.48646 11.94163 -3.87330 -0.1 0.1 0.0 0.560
Br -16.64090 13.26353 -3.58875 0.7 0.1 0.7 0.589
Br -18.24803 13.80605 -6.13944 -0.4 0.4 -0.8 0.619
H -17.51792 11.66406 -5.22070 0.7 -1.0 -0.7 -0.080
C -15.92996 6.95197 -4.11068 0.5 -0.2 -0.5 -1.662
Br -17.31048 8.25426 -4.35665 0.3 0.5 0.1 0.572
Br -14.86976 6.68058 -5.68486 0.2 0.1 -0.8 0.559
Br -16.77000 5.30984 -3.65097 0.0 -0.5 0.5 0.587
H -15.11818 7.22415 -3.44348 -0.8 0.3 0.7 -0.049
C -13.21172 9.43453 -10.17222 -0.1 0.8 0.3 -1.629
Br -14.30629 9.37371 -11.75749 0.0 0.5 0.1 0.563
Br -11.76556 10.77518 -10.29411 -0.4 -0.7 -0.2 0.512
Br -12.63383 7.66025 -9.84404 0.5 -0.3 0.4 0.578
H -13.78097 9.78284 -9.29678 0.1 -0.3 -0.7 -0.029
C -12.39916 10.78159 -5.20552 -0.9 -0.6 3.3 -1.708
Br -14.25967 10.74592 -5.70193 0.2 0.1 0.0 0.576
Br -11.97229 12.19578 -3.90033 -0.3 0.3 -0.3 0.548
Br -11.21449 10.74336 -6.56286 1.4 0.0 -2.0 0.670
H -12.20511 9.94610 -4.50608 -0.6 0.1 -0.9 -0.033
```
Positions in Å, forces in eV/Å.

spin multiplicity: 1
charge: 0
LUMO: 0.0 eV
HOMO energy: -9.94 eV
relative energy (zero: lowest compared OMol25 entry of this formula, charge and spin): 0.0000 eV

***

[3]
The following is a quantum chemistry calculation of a single C6H13NO2 molecule, from the Open Molecules 2025 dataset.

Structure (XYZ):
```
22
Properties=species:S:1:pos:R:3:forces:R:3:lowdin_charge:R:1
C 2.51224 -0.69839 -1.02240 -1.3 1.9 -1.7 -0.131
C 1.92665 -0.35252 0.32453 -0.6 0.6 -0.2 -0.208
C 0.82789 0.87546 0.20130 1.5 -3.1 -0.6 -0.304
C 0.34332 1.21540 1.56926 -1.5 0.3 0.8 -0.094
C -0.38673 0.41558 -0.65014 0.0 0.3 -0.1 -0.276
N -1.16935 1.61260 -0.97612 1.9 0.0 0.3 0.065
C -1.28170 -0.73812 -0.07238 0.8 1.9 0.7 -0.429
O -2.46189 -0.78016 -0.28575 0.1 -0.5 -0.1 0.117
O -0.64614 -1.60184 0.77036 2.1 2.8 -1.9 0.118
H 1.63994 -0.90839 -1.67136 0.5 -0.5 0.1 0.063
H 2.97369 0.12898 -1.61165 0.2 -0.4 0.8 0.088
H 3.13122 -1.55010 -1.01518 0.9 -1.0 0.0 0.052
H 1.55801 -1.37481 0.64443 -0.1 1.8 0.4 0.113
H 2.67222 0.01939 1.03884 0.0 -0.3 -0.1 0.101
H 1.39241 1.75247 -0.30782 -1.2 -1.4 0.8 0.173
H -0.48410 1.95114 1.41915 0.8 -0.2 0.9 0.080
H -0.08160 0.38469 2.21463 0.5 0.6 -1.2 0.109
H 1.16302 1.60132 2.13284 0.4 0.8 0.6 0.067
H -0.02438 -0.04523 -1.57225 0.0 0.3 -0.2 0.124
H -2.09360 1.38885 -1.17631 -1.9 -0.4 -0.4 0.043
H -1.14236 2.29367 -0.22108 -0.1 -0.3 -0.3 0.063
H -1.30479 -2.17858 0.98067 -3.0 -3.1 1.3 0.068
```
Positions in Å, forces in eV/Å.

spin multiplicity: 1
charge: 0
LUMO: 0.7 eV
HOMO energy: -9.47 eV
structure (SMILES): CC[C@H](C)[C@H](N)C(=O)O
relative energy (zero: lowest compared OMol25 entry of this formula, charge and spin): 1.2875 eV

***

[4]
The following is a quantum chemistry calculation of a 2-piece molecular cluster, C6H14N2O2 overall, from the Open Molecules 2025 dataset.

Structure (XYZ):
```
24
Properties=species:S:1:pos:R:3:forces:R:3:lowdin_charge:R:1
C -0.96981 -2.68912 -0.31358 0.2 -0.4 1.0 -0.070
N -1.61652 -1.60792 0.40807 -0.1 0.4 -0.4 0.001
C -0.90946 -0.79233 1.23579 -0.2 -1.4 0.3 -0.571
C -1.72335 -0.01116 2.22408 0.4 1.9 0.2 -0.004
O 0.29965 -0.91014 1.32438 0.2 0.4 0.1 0.030
H -0.16896 -2.36962 -0.97343 -0.3 0.1 -0.4 0.084
H -0.48700 -3.32580 0.43842 0.0 0.1 -0.1 0.089
H -1.74341 -3.30656 -0.76157 0.1 0.2 -0.5 0.083
H -2.57132 -1.38179 0.18885 0.0 -0.1 0.2 0.128
H -2.79508 -0.12604 2.18322 -0.2 -0.6 0.1 0.071
H -1.28260 -0.16080 3.20793 -0.3 -0.6 0.1 0.090
H -1.58285 1.07898 2.15162 0.2 -0.2 -0.6 0.080
C -0.39185 1.91822 -1.44434 0.3 0.3 0.3 -0.076
N 0.67539 1.29037 -0.67641 -0.7 0.9 -0.1 -0.001
C 1.85714 1.08766 -1.30783 0.7 -0.8 -0.3 -0.567
C 2.99134 0.68963 -0.40465 -0.3 -0.5 1.3 -0.004
O 1.97554 1.15654 -2.51964 -0.2 0.2 0.0 0.042
H -0.10194 2.91727 -1.77142 0.1 0.1 -0.2 0.083
H -0.57213 1.32155 -2.32716 -0.3 -0.1 -0.1 0.080
H -1.27465 2.05681 -0.81785 0.0 -0.4 -0.1 0.076
H 0.64509 1.44326 0.32232 0.3 -0.4 -0.2 0.121
H 3.46363 1.59656 -0.01566 0.2 -0.2 -0.1 0.086
H 2.56697 0.14667 0.45302 0.0 0.3 0.0 0.065
H 3.71619 -0.02224 -0.80415 -0.1 0.6 -0.6 0.085
```
Positions in Å, forces in eV/Å.

spin multiplicity: 1
charge: 0
LUMO: 0.6 eV
HOMO energy: -9.26 eV
structure (SMILES): CNC(C)=O.CNC(C)=O
relative energy (zero: lowest compared OMol25 entry of this formula, charge and spin): 0.8281 eV

***

[5]
The following is a quantum chemistry calculation of C34H24BrN2O4PSbSe4Tc as an isolated structure, from the Open Molecules 2025 dataset.

Structure (XYZ):
```
72
Properties=species:S:1:pos:R:3:forces:R:3:lowdin_spin:R:1
Tc 0.30950 1.40023 0.51615 0.5 -2.5 0.1 2.272
O -3.68528 1.14707 -0.12409 -1.5 1.1 0.4 0.020
C -2.49745 1.06222 -0.04512 1.4 -0.9 1.2 0.012
O -1.69270 1.62010 0.84027 -0.4 0.9 -1.1 0.087
C -1.86755 -0.00420 -0.89016 -2.3 -0.4 -1.6 0.019
C -2.81775 -0.89950 -1.60013 2.0 2.0 2.3 -0.001
C -2.25560 -1.94527 -2.19727 -0.2 1.1 -0.5 0.007
C -0.87984 -1.90056 -2.50217 0.7 0.5 0.6 -0.001
C -0.34679 -2.82271 -3.39952 1.2 0.0 0.0 0.001
C 0.98841 -2.72591 -3.71851 0.9 1.0 0.5 -0.002
C 1.85782 -1.70353 -3.14663 -1.2 -1.2 -0.8 0.002
C 1.29832 -0.78175 -2.31500 0.2 0.1 0.4 -0.001
C -0.03720 -0.87613 -1.94622 -1.4 -1.0 0.1 0.001
N -0.58929 -0.02291 -0.99450 0.6 0.3 -0.5 0.010
H -3.84866 -0.68482 -1.41083 -0.4 -0.2 -0.1 0.000
H -2.92689 -2.63959 -2.60243 -0.4 -1.4 -0.8 0.000
H -0.97868 -3.61999 -3.78223 0.1 0.2 -0.1 0.000
H 1.38977 -3.42115 -4.42190 0.4 -0.4 -0.3 0.000
H 2.93617 -1.65604 -3.32263 -0.5 -0.2 -0.2 0.000
H 1.86639 -0.00900 -1.84129 0.4 0.2 0.0 0.001
O 3.65877 -0.87441 -0.07256 1.3 -0.5 -0.6 0.008
C 2.89533 -0.48723 0.76707 -0.9 0.9 -0.5 0.013
O 1.70692 -0.08171 0.43052 -0.6 0.3 -0.3 0.080
C 3.17671 -0.56222 2.20856 1.4 -1.1 1.0 0.003
C 4.47507 -1.03392 2.53668 -0.4 0.4 2.2 0.001
C 4.76374 -1.34422 3.92263 -0.2 -0.1 -1.8 0.000
C 3.72282 -1.30543 4.84535 0.2 -0.2 -1.7 0.000
C 2.41985 -1.00219 4.44126 0.0 2.0 1.7 -0.001
C 2.16539 -0.46579 3.18324 -0.6 -0.1 -0.7 -0.004
P 0.50943 0.32691 2.69740 -0.8 -1.0 1.4 0.019
C -0.08841 1.36829 4.11700 0.5 -0.5 0.6 -0.002
C -1.07464 1.00243 5.05043 0.3 0.6 -1.4 0.000
C -1.49120 1.90907 6.00019 1.6 0.7 -0.2 0.000
C -0.85809 3.14069 6.16899 -0.3 0.5 -0.8 0.001
C 0.16585 3.50288 5.24833 -1.2 0.5 1.7 0.000
C 0.54778 2.61734 4.27876 0.2 -0.8 -1.4 -0.001
C -0.67677 -1.18684 2.40499 0.6 2.9 0.4 0.018
C -0.12694 -2.41824 2.22940 -0.8 -1.7 -0.7 0.008
C -0.94885 -3.41399 1.62741 0.4 -0.7 0.9 0.000
C -2.26416 -3.14618 1.26640 0.4 0.0 -0.6 0.007
C -2.77800 -1.85284 1.39946 1.4 -0.1 1.3 -0.001
C -1.99930 -0.87045 2.03686 -0.1 -1.8 -0.2 0.007
H 5.23876 -1.03153 1.75084 -0.4 -0.3 0.4 0.000
H 5.75395 -1.71251 4.25756 -0.6 0.6 -0.4 0.000
H 3.94998 -1.49221 5.86326 -0.1 -0.3 0.8 0.000
H 1.74637 -0.83392 5.30844 -0.1 -0.3 -1.0 0.000
H -1.69027 0.14209 4.91119 0.0 -0.8 -0.1 0.000
H -2.28016 1.60729 6.60265 -1.4 -0.2 1.2 0.000
H -1.30966 3.86489 6.88937 0.8 -0.6 -0.6 0.000
H 0.59381 4.50406 5.30007 0.1 -0.4 -0.1 0.000
H 1.29698 2.90825 3.52856 -0.2 0.0 0.6 0.000
H 0.87295 -2.63960 2.58594 0.0 0.0 -0.3 0.001
H -0.60288 -4.46970 1.55161 0.0 1.0 0.0 0.000
H -2.87268 -3.94568 0.81011 0.3 0.5 0.3 0.001
H -3.75738 -1.66254 1.05710 -1.0 0.4 -0.1 0.000
H -2.39219 0.09602 2.24249 -0.2 0.5 0.0 0.000
Se 2.19041 8.29866 5.75118 -0.3 0.8 -0.1 0.001
Sb 2.85677 6.20413 6.56193 0.3 -0.6 0.2 0.000
Se 1.92168 3.15751 0.94451 0.2 0.4 0.9 0.177
Se 1.09254 2.93080 -1.14197 0.0 0.6 -1.4 0.238
Se 3.66466 4.92954 4.70161 0.1 -0.3 -0.1 0.001
Br -1.83944 -0.18028 -11.77154 0.0 -0.3 0.2 0.000
C -1.90310 0.21610 -9.92511 0.5 -0.2 0.9 0.000
C -1.78333 -0.71603 -8.88915 0.1 -0.4 -1.7 0.000
C -1.93931 -0.31312 -7.59234 0.2 0.6 0.5 0.000
N -2.16208 0.96868 -7.26694 0.9 -0.3 0.1 0.000
C -1.98229 1.86328 -8.23991 -0.9 1.2 1.9 0.000
C -1.89905 1.54045 -9.56549 0.3 -0.3 -0.6 0.000
H -1.46824 -1.71093 -9.13534 -0.3 -0.5 0.0 0.000
H -1.74651 -1.02475 -6.78489 -0.5 0.2 -0.1 0.000
H -1.96985 2.92193 -7.85621 -0.1 -1.1 -0.8 0.000
H -1.70444 2.24057 -10.33370 -0.2 1.0 -0.4 0.000
```
Positions in Å, forces in eV/Å.

spin multiplicity: 4
charge: -1
LUMO (alpha / beta): 1.2 / 0.6 eV
HOMO energy (alpha / beta): -4.00 / -4.00 eV

***

[6]
The following is a quantum chemistry calculation of a 2-piece molecular cluster, C8H13N3O overall, from the Open Molecules 2025 dataset.

Structure (XYZ):
```
25
Properties=species:S:1:pos:R:3:forces:R:3:lowdin_charge:R:1
C -0.45028 -1.54332 1.69859 0.5 0.7 0.4 0.021
C -0.47321 -0.38055 1.05214 -0.4 -0.6 0.0 -0.165
C -1.20207 -0.15433 -0.22328 0.4 0.4 -0.3 -0.307
N -1.99941 -1.26318 -0.74618 -0.1 -0.1 0.0 0.059
C -2.68473 -0.06053 -0.28268 -0.3 0.1 0.2 -0.330
C -3.36459 0.85686 -1.26762 0.0 0.0 -0.2 -0.062
H -0.96677 -2.38619 1.30133 -0.3 -0.5 -0.2 0.045
H 0.08437 -1.66748 2.64586 -0.2 0.1 -0.4 0.060
H 0.04323 0.47719 1.43838 -0.1 -0.1 0.2 0.035
H -0.67003 0.46998 -0.96509 -0.2 -0.3 0.5 0.138
H -1.96188 -1.27977 -1.75960 0.0 0.0 0.0 0.095
H -3.22206 -0.21869 0.65632 0.2 0.0 -0.2 0.139
H -3.55952 1.83895 -0.82593 0.0 -0.1 0.0 0.077
H -2.73901 1.00454 -2.15855 -0.1 0.0 0.2 0.079
H -4.32382 0.44216 -1.59792 0.1 0.0 0.1 0.076
C 1.54135 1.97033 1.09994 0.1 0.3 0.1 -0.067
N 1.82373 1.64704 -0.08729 0.4 -0.1 -0.1 -0.032
N 2.99408 0.97105 -0.29734 -0.2 0.5 0.0 0.050
C 2.93253 -0.28814 -0.38656 -0.8 -0.4 0.1 -0.121
C 4.16447 -1.06282 -0.68275 0.9 0.0 -0.1 -0.250
O 5.25015 -0.56775 -0.87987 -0.7 -0.4 0.1 0.058
H 0.61771 2.52736 1.26249 0.3 0.0 0.0 0.080
H 2.16005 1.68671 1.96044 -0.1 0.1 -0.2 0.095
H 1.98720 -0.85068 -0.24752 0.4 0.3 -0.1 0.112
H 4.01850 -2.16875 -0.70734 0.1 0.3 0.0 0.116
```
Positions in Å, forces in eV/Å.

spin multiplicity: 1
charge: 0
LUMO: -0.3 eV
HOMO energy: -9.34 eV
structure (SMILES): C=C[C@H]1N[C@@H]1C.C=N/N=C/C=O
relative energy (zero: lowest compared OMol25 entry of this formula, charge and spin): 4.6682 eV